# 1
29
Properties=species:S:1:pos:R:3:forces:R:3:mulliken_charge:R:1 method="wB97M-V/def2-TZVPD" mol_weight_g_mol=149.22 homo_ev="-17.31 / -17.56" e_above_lowest_ev=4.2112 orbital_gap_ev="8.87 / 7.89" e_tot_ha=-674.01477 charge=+2
C 2.012692 1.173122 0.823856 3.559 2.164 0.047 -0.79
C 3.103060 0.322250 -1.135453 -2.830 0.696 -1.344 -0.90
C 2.669207 -1.068839 0.796590 0.562 -1.870 2.788 -0.96
C -3.154248 -0.460895 1.670476 2.105 -2.438 -0.670 -1.05
C -2.684540 -1.251698 -1.291360 2.734 0.776 -0.452 -0.92
C -2.522735 1.567727 -0.304480 3.176 -0.407 0.147 -1.03
C 0.905760 -0.423119 -0.636361 -0.473 3.815 -1.151 -0.59
N 2.142290 -0.003898 0.031629 -0.502 0.298 -3.938 -0.13
P -2.206732 -0.179919 0.114830 -0.245 1.154 1.745 0.56
H 1.449050 1.031995 1.659331 -1.652 -0.770 2.370 0.38
H 3.116070 1.231316 1.146327 -1.770 1.192 -0.033 0.40
H 1.630366 2.073885 0.325174 0.479 -0.496 -0.340 0.34
H 2.978284 -0.528344 -1.783752 0.042 0.015 -0.726 0.44
H 2.852256 1.321925 -1.616105 -0.070 -1.479 0.596 0.39
H 4.088550 0.355754 -0.868237 2.496 0.073 1.457 0.44
H 3.661429 -0.810908 1.187458 -0.452 0.208 0.275 0.40
H 1.910466 -1.226168 1.618629 1.199 -0.294 -0.630 0.41
H 2.867362 -1.975782 0.236775 -0.526 -0.079 -0.377 0.43
H -2.590922 -1.209606 2.309302 -1.244 0.609 -0.757 0.30
H -4.095433 -0.762092 1.283863 -0.946 -1.754 -0.566 0.40
H -3.593090 0.280814 2.252647 0.633 2.435 1.058 0.45
H -2.286182 -2.317994 -1.230626 -0.983 1.437 0.025 0.36
H -2.158559 -0.683874 -2.168441 -1.259 -1.250 1.244 0.34
H -3.742059 -1.068607 -1.254785 -0.801 -0.581 -0.651 0.43
H -1.896164 2.336015 0.268259 -0.875 -1.315 -0.653 0.33
H -3.539156 1.734396 -0.147016 -1.843 0.475 0.047 0.44
H -2.221126 1.545881 -1.340377 -0.293 0.872 -0.561 0.36
H 0.691644 -1.455544 -0.549001 -0.419 -0.716 -0.536 0.43
H 0.612474 0.452194 -1.399138 0.197 -2.770 1.584 0.35

---

# 2
35
Properties=species:S:1:pos:R:3:forces:R:3:mulliken_charge:R:1 method="wB97M-V/def2-TZVPD" mol_weight_g_mol=378.61 homo_ev=-14.93 orbital_gap_ev=8.68 e_tot_ha=-1549.51820 charge=+2
Ba 0.726520 1.021108 1.066279 0.605 0.205 0.404 1.62
N 3.723716 1.850693 0.347399 -0.009 0.138 -0.169 -0.59
N 3.915075 2.937444 -0.526025 -0.231 -0.106 0.146 -0.12
C 2.889016 3.622661 -1.063348 -0.125 -0.288 0.224 0.69
N 3.207696 4.620546 -1.871838 -0.161 0.042 -0.044 -0.38
S 1.245957 3.260162 -0.748271 0.301 0.467 -0.477 -0.59
H 4.233325 2.060452 1.200484 0.025 -0.056 0.090 0.28
H 4.171159 1.047251 -0.084132 0.030 -0.114 0.073 0.28
H 4.868241 3.186300 -0.741923 0.056 0.078 -0.077 0.23
H 4.157609 4.897013 -2.065288 0.017 -0.015 -0.015 0.22
H 2.465292 5.133008 -2.319578 -0.001 0.051 0.017 0.21
C -3.551824 1.217884 -0.440605 -0.062 -0.013 -0.050 -1.23
P -2.311754 0.329079 0.544459 -0.216 -0.171 0.141 0.21
C -3.128986 0.110816 2.169716 -0.133 -0.008 -0.008 -1.17
C -2.379217 -1.374824 -0.140855 -0.147 -0.020 -0.071 -0.83
C -1.451063 -2.374528 0.552478 -0.022 -0.141 0.003 -0.79
P 0.334539 -2.068491 0.246573 -0.031 -0.006 -0.018 0.24
C 0.495723 -2.500946 -1.514071 0.042 -0.098 -0.108 -1.21
C 1.125453 -3.472593 1.090600 -0.035 -0.138 0.012 -1.20
H -3.219868 1.298104 -1.475669 0.010 -0.010 0.001 0.36
H -3.693807 2.226147 -0.053201 0.014 -0.005 0.031 0.37
H -4.507988 0.693916 -0.415877 -0.013 0.002 -0.001 0.39
H -4.078004 -0.415716 2.052379 -0.025 0.035 -0.028 0.37
H -3.331506 1.080633 2.625006 0.009 0.021 -0.023 0.41
H -2.521667 -0.465277 2.869141 0.083 0.009 -0.048 0.34
H -2.160495 -1.310108 -1.209858 0.065 -0.012 -0.001 0.41
H -3.412619 -1.723535 -0.076703 -0.033 -0.003 0.052 0.46
H -1.673705 -3.387067 0.207002 -0.016 -0.017 -0.060 0.41
H -1.618135 -2.398232 1.633039 -0.008 0.094 0.005 0.42
H 0.040432 -3.474233 -1.704743 0.017 -0.018 -0.014 0.40
H 1.548281 -2.551927 -1.792590 0.014 -0.002 0.018 0.39
H 0.018813 -1.763959 -2.158766 -0.020 0.044 0.025 0.31
H 0.692368 -4.411376 0.741714 0.017 -0.018 0.003 0.38
H 0.985690 -3.410488 2.170000 -0.016 0.041 -0.007 0.36
H 2.195722 -3.489930 0.887057 -0.001 0.029 -0.024 0.37

---

# 3
39
Properties=species:S:1:pos:R:3:forces:R:3:mulliken_charge:R:1 method="wB97M-V/def2-TZVPD" mol_weight_g_mol=574.36 homo_ev=-18.47 orbital_gap_ev=5.78 e_tot_ha=-3139.74634 charge=+3
I -0.060681 -0.841920 -3.345580 -0.109 2.124 -0.054 0.06
I -0.083088 1.985402 -3.952059 0.045 -1.707 0.418 0.11
Ti -0.074306 0.243461 0.354561 -0.047 -0.517 2.445 -0.37
P -2.477197 0.966758 0.008400 -2.866 -0.012 -0.350 1.19
C -3.360150 0.837714 -1.598097 1.107 -0.486 -0.740 -0.97
C -3.414263 -0.213373 1.065921 0.722 -0.506 0.273 -1.18
H -4.475023 0.092018 1.044441 0.454 -0.181 -0.178 0.44
H -4.304076 2.364452 0.666219 0.232 -0.082 -0.140 0.45
H -3.060783 -0.150384 2.101989 -0.126 0.013 -0.135 0.37
H -2.790018 2.831796 1.501614 -0.189 0.118 0.145 0.39
H -3.019786 -0.068275 -2.118439 -0.446 0.064 0.103 0.32
H -3.287350 -1.249829 0.717981 -0.254 0.313 0.067 0.35
C -3.225217 2.516813 0.554939 1.163 0.754 0.445 -1.14
H -4.466484 0.845994 -1.471953 0.847 0.047 0.162 0.39
H -3.008553 3.289258 -0.183721 -0.173 0.054 0.036 0.40
H -3.009383 1.664120 -2.234250 -0.374 -0.067 0.221 0.34
P 2.355003 0.960612 0.084183 2.635 0.044 -0.499 1.22
C 3.206534 0.769695 -1.527918 -1.031 -0.456 -0.640 -1.01
C 3.120114 2.524264 0.575612 -1.176 0.829 0.445 -1.12
H 2.775928 -0.282073 2.130781 0.314 0.031 0.019 0.37
H 4.295818 0.240076 1.307935 -0.475 -0.211 -0.073 0.42
H 3.364148 -1.184739 0.712735 0.033 0.296 0.120 0.38
C 3.286719 -0.185991 1.167443 -0.596 -0.636 0.142 -1.19
H 2.687416 2.877500 1.512696 0.206 0.095 0.072 0.38
H 4.195157 2.354135 0.702345 -0.257 -0.059 -0.163 0.45
H 4.312143 0.765875 -1.421956 -0.744 0.068 0.162 0.38
H 2.859152 1.576992 -2.186204 0.351 -0.003 0.172 0.33
H 2.925623 3.280749 -0.187758 0.145 -0.018 0.069 0.40
H 2.846604 -0.145291 -2.014010 0.413 0.006 0.073 0.30
Cl -0.090391 0.995369 2.489480 0.013 -0.327 -2.374 -0.15
N 0.475611 -4.361132 -1.107202 2.007 1.556 0.817 -0.56
N 0.194047 -3.437474 -0.015459 0.459 0.599 0.568 0.63
N 0.041698 -3.910111 1.262547 -0.912 3.563 -1.336 -0.54
C -0.250028 -2.735658 1.934391 0.137 -0.521 -0.166 -0.17
N -0.123794 -1.656057 1.148698 -0.721 -1.033 -2.865 0.16
N 0.051670 -2.082782 -0.164534 1.036 -2.963 2.565 0.05
H 1.141578 -3.818328 -1.747502 -1.333 -0.768 0.836 0.30
H 1.127288 -5.111557 -0.708093 -1.418 0.945 -0.188 0.39
H -0.681666 -2.548066 2.939825 0.927 -0.964 -0.472 0.43

---

# 4
35
Properties=species:S:1:pos:R:3:forces:R:3:mulliken_charge:R:1 method="wB97M-V/def2-TZVPD" mol_weight_g_mol=202.25 homo_ev=-8.80 e_above_lowest_ev=4.0290 orbital_gap_ev=9.17 e_tot_ha=-731.19590 charge=0 smiles="C=C/C=C/C=C/C.O.O.O.O.O.O"
C 1.749690 2.128506 -3.115900 -0.752 -1.397 0.058 -0.71
C 1.760841 1.969577 -1.798603 2.770 2.097 0.947 -0.26
C 1.061510 0.992624 -0.959737 -1.801 1.554 -0.452 -0.25
C -0.081023 1.507220 -0.431895 0.719 -0.075 1.236 -0.72
C -1.177725 0.687724 0.081927 -0.034 -1.824 0.162 0.22
C -1.669879 0.592126 1.319173 -1.088 0.513 -1.550 -0.14
C -2.800872 -0.279815 1.675176 -2.007 -0.389 -0.898 -1.03
H 1.338443 1.308153 -3.703952 -0.371 0.289 -0.139 0.18
H 2.040772 2.991462 -3.682236 0.687 0.214 0.202 0.28
H 2.407269 2.701057 -1.202077 -1.183 -0.498 -0.778 0.23
H 1.364580 -0.031355 -0.898007 -0.276 -0.644 -0.110 0.75
H -0.209120 2.597496 -0.197381 0.365 -0.856 -1.076 0.26
H -1.557709 -0.059663 -0.642984 0.196 0.526 0.313 -0.09
H -1.441345 1.279425 2.053698 1.083 1.486 1.413 0.70
H -2.478143 -1.277396 1.518033 0.016 -1.036 0.779 0.07
H -3.296587 -0.145244 2.657460 0.768 -0.043 -0.477 0.32
H -3.623738 -0.236512 0.914373 0.520 0.480 0.493 0.29
O 1.000505 1.114441 2.800942 -0.131 2.169 -2.879 -0.67
H 0.590664 0.493818 2.190901 0.020 -0.458 0.283 0.36
H 1.139189 0.783952 3.633352 -0.053 -1.758 3.002 0.31
O 3.572320 0.721529 1.952598 0.687 -0.337 0.008 -0.69
H 3.535306 1.084348 1.037874 -0.717 0.024 1.566 0.30
H 2.874923 1.007338 2.593797 0.318 0.336 -1.900 0.36
O -0.451438 -1.680614 -2.598960 0.207 3.122 -3.080 -0.68
H -1.045602 -1.412488 -3.434982 1.760 -0.966 2.894 0.37
H 0.213871 -0.885888 -2.626376 -1.734 -2.190 0.321 0.30
O -1.252904 -2.912486 1.535232 -0.812 -0.708 1.120 -0.67
H -0.469054 -3.407422 1.788357 0.258 0.384 -0.623 0.31
H -1.159376 -2.410130 0.737674 0.959 0.045 -0.602 0.30
O -3.112659 -1.130182 -2.281447 -3.443 0.476 -3.404 -0.64
H -3.573850 -1.780820 -2.910171 1.072 1.394 1.653 0.31
H -2.546844 -1.616669 -1.758704 2.034 -1.887 1.620 0.27
O 2.064455 -1.698877 1.361718 -1.486 -4.039 -4.929 -0.56
H 2.677462 -1.866474 0.565697 -1.593 0.187 1.796 0.30
H 2.556057 -1.128745 1.825427 3.043 3.810 3.034 0.31

---

# 5
43
Properties=species:S:1:pos:R:3:forces:R:3:mulliken_spin:R:1 method="wB97M-V/def2-TZVPD" mol_weight_g_mol=408.14 homo_ev="-12.09 / -11.98" e_above_lowest_ev=5.0083 orbital_gap_ev="4.66 / 3.17" e_tot_ha=-4921.12744 spin_multiplicity=4 charge=+1 s2=3.7614
Co -1.501472 -2.724932 1.567226 0.406 3.006 0.045 2.60
Br -1.286302 -0.228342 1.194676 -0.505 -3.651 0.141 0.30
C -1.487222 -1.041752 -4.780814 0.995 -0.273 -0.265 0.00
C -1.041682 -1.498702 -3.376354 -0.952 -0.982 -2.103 0.00
C 0.347178 -2.163482 -3.354944 0.064 0.033 -2.251 0.00
O 0.249908 -3.452862 -4.031734 -0.547 1.630 0.166 0.00
C 1.476858 -4.059662 -4.394864 -0.034 -1.560 2.121 0.00
N -1.134292 -0.379432 -2.542264 0.992 1.821 2.475 0.03
H -2.540532 -0.775432 -4.693034 0.035 -0.039 -0.551 0.00
H -1.254742 -1.758342 -5.568554 -0.734 -0.647 0.327 0.00
H -0.897382 -0.218032 -5.182894 -0.063 0.637 0.665 0.00
H -1.864372 -2.152052 -3.085794 0.367 -1.174 0.033 0.00
H 0.923118 -2.066842 -2.434584 -0.437 -0.973 0.789 0.00
H 0.980748 -1.549352 -3.994884 0.022 0.376 -0.325 0.00
H 1.293818 -5.021212 -4.874464 -0.478 0.440 -0.690 0.00
H 1.789418 -4.436962 -3.421184 1.239 0.092 0.141 0.00
H 2.297598 -3.537162 -4.886284 -0.529 0.669 -0.118 0.00
H -1.137812 -0.693052 -1.582194 0.167 0.169 0.289 0.00
H -1.952142 0.208178 -2.619304 -0.127 -0.144 -0.639 0.00
C -1.598532 0.529468 5.305686 -3.286 -5.732 0.361 0.00
O -2.151862 -0.546382 5.044446 -0.223 -1.095 -0.651 0.01
N -1.039772 1.208058 4.395436 2.513 3.346 -3.428 0.00
N -1.612582 0.988298 6.508956 0.829 2.202 2.251 0.00
H -1.133032 0.854558 3.453926 0.375 0.493 0.394 0.00
H -0.614192 2.082348 4.668596 0.210 -0.090 -0.984 0.00
H -2.171842 0.514038 7.203516 0.156 0.620 -0.031 0.00
H -1.352742 1.960128 6.418856 -0.479 0.147 2.055 0.00
C 2.499538 0.241698 2.394326 3.649 -0.945 3.369 0.00
O 1.994048 -0.779932 2.747786 -1.558 -3.299 0.793 0.05
N 1.983488 1.055428 1.597016 -4.463 3.743 -4.867 0.00
N 3.688528 0.690908 2.807856 2.473 0.499 1.304 0.01
H 1.068838 0.723378 1.326346 0.145 0.802 -0.424 0.00
H 2.202548 2.040718 1.560576 -0.184 -0.317 -0.224 0.00
H 3.960408 1.616728 2.509476 0.219 -0.328 0.196 0.00
H 4.157328 0.336778 3.629396 -0.278 -0.164 -0.268 0.00
C -0.257192 3.474018 0.020326 -0.515 -0.236 0.378 0.00
O -0.171312 4.647038 -0.064814 0.508 3.896 -0.396 0.00
N 0.196938 2.635398 -0.857144 1.604 -2.158 -3.117 0.00
N -0.844802 2.916668 1.049246 -2.185 -0.851 4.305 0.00
H -0.154532 1.688558 -0.865174 0.196 0.185 -0.549 0.00
H 0.395388 3.119618 -1.720994 0.196 -0.673 -0.261 0.00
H -1.057992 1.951068 1.254846 0.244 0.774 -0.533 -0.01
H -1.247342 3.600828 1.673746 -0.028 -0.251 0.074 0.00

---

# 6
44
Properties=species:S:1:pos:R:3:forces:R:3:mulliken_charge:R:1 method="wB97M-V/def2-TZVPD" mol_weight_g_mol=394.92 homo_ev=-8.16 e_above_lowest_ev=1.8604 orbital_gap_ev=8.44 e_tot_ha=-1195.39025 charge=0
Sr -18.286980 25.582860 10.032710 0.359 -1.644 1.038 1.79
F -17.966930 23.284990 8.917040 0.352 1.225 -0.142 -0.93
F -18.513200 25.847660 12.488070 0.044 -0.068 -0.964 -0.93
C -22.979170 24.532970 10.929490 -1.498 -0.307 -0.611 -1.59
C -21.802440 24.533070 9.984550 2.356 0.494 2.380 0.52
C -21.408160 25.971790 9.634220 -0.347 0.582 -0.664 -0.91
O -20.347400 26.055900 8.607920 -2.545 0.155 0.082 -0.18
C -20.571260 27.086450 7.643460 1.312 0.166 -0.533 -0.89
N -20.600770 23.971780 10.681560 -0.050 -0.756 -1.158 -0.51
H -22.991970 25.281880 11.721380 -0.094 0.711 -0.654 0.35
H -23.268250 23.660190 11.514970 1.046 -0.782 -0.314 0.43
H -23.765790 24.507930 10.175360 -1.105 1.138 0.688 0.39
H -22.106490 24.029600 9.066850 0.669 -0.323 0.046 0.31
H -21.061020 26.626100 10.433880 0.176 -0.662 0.704 0.31
H -22.356900 26.446190 9.383370 0.073 0.372 -1.080 0.54
H -21.488860 27.081900 7.055160 -0.369 -0.710 0.396 0.39
H -19.743970 26.973680 6.942760 -0.035 -0.121 -0.136 0.19
H -20.444950 28.108130 8.001660 -0.116 -0.062 0.751 0.26
H -20.699540 24.003060 11.686230 -0.145 0.638 0.247 0.25
H -20.579800 22.976750 10.509550 0.478 -0.229 -0.374 0.18
C -18.348680 28.941840 10.336000 2.534 -3.600 -1.516 0.41
O -18.967350 27.927570 10.161440 -2.537 -1.377 -0.645 -0.27
N -18.718480 29.984340 10.936030 -3.184 5.233 3.530 -0.42
N -17.082080 29.023100 9.976120 1.910 0.615 -0.824 -0.33
H -19.554390 29.923710 11.499660 0.158 0.181 -0.036 0.29
H -17.995270 30.628320 11.223010 -0.723 0.142 0.091 0.14
H -16.629660 29.774580 10.476820 1.213 -0.776 -0.891 0.16
H -16.693940 28.235200 9.477460 0.596 0.244 0.210 0.06
C -16.600390 26.117540 6.904530 0.121 0.998 1.379 0.51
O -17.155610 26.694360 7.829010 -1.471 0.250 1.371 -0.43
N -16.404820 24.841540 6.791010 -0.006 -2.791 0.107 -0.31
N -16.019290 26.812440 5.966960 1.485 1.902 -2.715 -0.47
H -15.732050 24.497790 6.120710 -0.505 -0.286 0.332 0.15
H -16.924130 24.247470 7.421480 -0.114 -1.021 0.558 0.20
H -16.201940 27.804830 5.923190 0.275 -0.344 -0.223 0.24
H -15.604460 26.272640 5.220890 -0.116 0.933 -0.242 0.14
C -14.648370 26.354050 11.122580 -2.382 -1.961 -2.335 0.40
O -15.800500 26.251440 10.625670 2.116 0.361 0.530 -0.43
N -13.555680 25.737810 10.710990 1.493 -2.655 -3.167 -0.41
N -14.296680 27.022080 12.151200 -0.904 4.128 4.946 -0.38
H -13.662120 25.083040 9.949380 0.257 0.079 0.140 0.22
H -12.652320 25.827940 11.153630 -0.452 -0.087 -0.262 0.14
H -15.032160 27.480710 12.669690 0.158 -0.042 0.122 0.26
H -13.398610 26.920580 12.602060 -0.483 0.058 -0.162 0.16